1.
ORCA calculation (ωB97M-V with the def2-TZVPD basis set) on an isolated molecule of C3H3NO at a distorted geometry.

Calculated values
E_LUMO (spin up / spin down) in Ha: 0.0230 / 0.0230
SMILES: ON=c1cc1
Gap between HOMO and LUMO (spin up / spin down) in Eh: 0.3243 / 0.3242
M in g mol⁻¹: 69.06
Charge: 0
Energy above the lowest of the compared OMol25 structures with the same formula, charge and spin in kcal/mol: 139.1
DFT total energy in eV: -6690.460

Each line ends with the natural charge from an NBO analysis.
Element x y z (Å)
O: 1.4544 1.5950 -1.1189  -0.59
N: 0.0903 1.5148 -1.3297  -0.25
C: -0.3591 0.3243 -0.4179  0.19
C: -1.3437 -0.4006 0.2159  -0.16
C: -0.1443 -0.4673 0.7673  -0.14
H: 1.7198 1.0243 -1.8423  0.46
H: -2.4127 -0.6682 0.2997  0.24
H: 0.2792 -1.0799 1.4981  0.24

Cartesian forces (eV/Å) of the 2 atoms listed first:
O 1.14 -0.05 -0.19
N -3.69 -5.62 4.08


2.
ORCA calculation (ωB97M-V with the def2-TZVPD basis set) on an isolated molecule of C5H9N at a distorted geometry.

Calculated values
E_LUMO in Ha: -0.0677
Gap between HOMO and LUMO in Eh: 0.1890
M in g mol⁻¹: 83.13
Charge: 0
Energy above the lowest of the compared OMol25 structures with the same formula, charge and spin in kcal/mol: 163.5
DFT total energy in eV: -6813.903

Each line ends with the natural charge from an NBO analysis.
Element x y z (Å)
N: -0.7380 -3.5049 -0.2132  -0.89
C: -0.8290 -2.0054 -0.5261  -0.38
C: -0.1629 -1.0516 0.3906  0.01
C: 0.0906 0.2508 -0.0284  -0.29
C: 0.8027 1.3740 0.6524  -0.03
C: 0.6212 2.8294 0.1661  -0.68
H: 0.1137 -3.8190 -0.7174  0.34
H: -0.7632 -1.7006 -1.5735  0.18
H: -1.7279 -2.5086 -0.2585  0.43
H: -0.0953 -1.2975 1.4109  0.21
H: -0.2862 0.4891 -1.0562  0.21
H: 1.2711 1.2446 1.6165  0.20
H: 1.2285 3.5461 0.7895  0.23
H: 0.9181 2.9925 -0.8884  0.24
H: -0.4433 3.1612 0.2357  0.24

Cartesian forces (eV/Å) of the 2 atoms listed first:
N 0.67 0.17 1.04
C 5.50 1.99 0.91


3.
ORCA calculation (ωB97M-V with the def2-TZVPD basis set) on an isolated molecule of C2H2O3 at a distorted geometry.

Calculated values
E_LUMO in Ha: 0.0117
SMILES: O=C1O[C@H]1O
Gap between HOMO and LUMO in Eh: 0.3712
M in g mol⁻¹: 74.03
Charge: 0
Energy above the lowest of the compared OMol25 structures with the same formula, charge and spin in kcal/mol: 56.6
DFT total energy in eV: -8246.142

Each line ends with the natural charge from an NBO analysis.
Element x y z (Å)
O: 2.2828 0.5154 -0.2683  -0.51
C: 1.2849 -0.0635 -0.0412  0.87
O: 0.6319 -1.1033 0.2720  -0.53
C: -0.3724 0.1365 -0.4061  0.16
O: -0.9619 0.7284 0.5926  -0.66
H: -1.0185 -0.5405 -1.0835  0.18
H: -1.8469 0.3270 0.9344  0.49

Cartesian forces (eV/Å) of the 2 atoms listed first:
O 0.09 -0.48 0.88
C -2.94 0.17 -2.62


4.
ORCA calculation (ωB97M-V with the def2-TZVPD basis set) on a cluster of 2 separate species, C32H52ClNO4S in total at a distorted geometry.

Calculated values
E_LUMO in Ha: -0.0375
SMILES: CCCCNc1c2c(c(CCCCCCCCCCCCOC)c(C)c1[C@@H](Cl)CC)C(=O)C=C(S)C2=O.CO
Gap between HOMO and LUMO in Eh: 0.2837
M in g mol⁻¹: 582.29
Charge: 0
Energy above the lowest of the compared OMol25 structures with the same formula, charge and spin in kcal/mol: 0.0
DFT total energy in eV: -67061.063

Each line ends with the Löwdin charge.
Element x y z (Å)
C: -2.1472 3.0072 5.5893  -0.12
C: -0.9636 3.6302 4.7210  -0.26
C: -1.6194 4.5719 3.6427  -0.20
C: -2.2869 3.7930 2.4290  -0.20
N: -1.5395 2.5698 2.0457  -0.01
C: -1.2734 2.6085 0.6272  -0.13
C: -2.2769 1.9939 -0.2559  0.02
C: -2.0818 1.9952 -1.7291  -0.03
C: -0.8666 2.5876 -2.2477  -0.10
C: -0.6472 2.5996 -3.8063  -0.14
C: 0.1778 1.3339 -4.3180  -0.18
C: 0.4377 0.2616 -3.1779  -0.18
C: 1.2046 -0.9713 -3.8253  -0.20
C: 2.4885 -1.4092 -3.0178  -0.20
C: 2.6986 -2.9706 -3.2353  -0.22
C: 1.6748 -3.8281 -2.3780  -0.20
C: 1.8166 -3.5052 -0.8298  -0.20
C: 1.7318 -4.7734 0.0931  -0.21
C: 1.1818 -4.4391 1.5455  -0.21
C: -0.3585 -4.0837 1.5329  -0.18
C: -0.9838 -4.1855 2.9813  -0.26
O: -2.4147 -4.1481 2.9762  -0.21
C: -2.8120 -2.8068 3.3167  -0.12
C: 0.1554 3.1689 -1.3446  -0.11
C: 1.4561 3.7397 -1.9922  -0.04
C: -0.0319 3.2118 0.0971  -0.13
C: 0.9606 3.7944 1.1381  -0.59
Cl: 2.2528 2.5074 1.4148  0.58
C: 1.5764 5.1955 0.7746  -0.26
C: 0.5464 6.2343 0.1886  -0.10
C: -3.1889 1.3238 -2.5648  -0.30
O: -3.5655 1.6616 -3.6625  0.10
C: -3.9141 0.1149 -1.8821  -0.01
C: -4.0785 0.0895 -0.5300  -0.47
S: -4.8813 -1.3500 0.2820  0.75
C: -3.5666 1.3144 0.3074  -0.31
O: -4.1669 1.6943 1.2830  0.08
H: -2.6407 3.8076 6.2088  0.07
H: -2.9187 2.5294 4.9238  0.07
H: -1.6892 2.2383 6.2602  0.07
H: -0.2513 4.2008 5.3776  0.10
H: -0.3849 2.7768 4.2871  0.09
H: -2.4074 5.1967 4.1484  0.11
H: -0.8350 5.2832 3.2721  0.09
H: -3.3733 3.6079 2.6512  0.11
H: -2.2898 4.5193 1.5659  0.12
H: -2.0197 1.7152 2.3174  0.12
H: -0.0460 3.5215 -4.0483  0.10
H: -1.6173 2.7465 -4.3521  0.11
H: 1.1669 1.7226 -4.6891  0.11
H: -0.3940 0.8521 -5.1540  0.12
H: -0.5863 -0.0597 -2.8373  0.11
H: 1.0504 0.6813 -2.3437  0.11
H: 0.4518 -1.8075 -3.8743  0.10
H: 1.5356 -0.7595 -4.8752  0.11
H: 3.4298 -0.9171 -3.3982  0.11
H: 2.4213 -1.1563 -1.9218  0.10
H: 3.7671 -3.2750 -3.0446  0.11
H: 2.4774 -3.2338 -4.3105  0.11
H: 0.6320 -3.5576 -2.7109  0.10
H: 1.7681 -4.9311 -2.5904  0.11
H: 2.8417 -3.0648 -0.6778  0.11
H: 1.0238 -2.7572 -0.5718  0.10
H: 2.7299 -5.2815 0.2129  0.10
H: 1.0302 -5.5524 -0.3198  0.11
H: 1.7660 -3.6004 2.0253  0.12
H: 1.2974 -5.3149 2.2466  0.11
H: -0.5179 -3.0666 1.0845  0.10
H: -0.8980 -4.8353 0.8893  0.12
H: -0.5610 -3.4081 3.6814  0.12
H: -0.6376 -5.1809 3.3857  0.12
H: -3.8586 -2.5747 2.9962  0.07
H: -2.6741 -2.6842 4.4274  0.10
H: -2.1423 -2.0818 2.7677  0.09
H: 1.6753 3.2999 -2.9988  0.07
H: 2.3162 3.4485 -1.3304  0.07
H: 1.4192 4.8555 -2.0416  0.08
H: 0.4317 3.9108 2.1215  0.07
H: 2.4533 4.9973 0.0979  0.08
H: 2.0361 5.6114 1.7156  0.11
H: 0.5061 7.1049 0.9049  0.08
H: -0.5007 5.8585 0.1015  0.07
H: 0.9086 6.6840 -0.7773  0.07
H: -4.3142 -0.7506 -2.4592  0.12
H: -4.1062 -2.4143 -0.1218  -0.11
C: 4.9041 -7.8827 -0.5425  -0.16
O: 4.8610 -6.4887 -0.8219  -0.14
H: 4.3758 -8.0666 0.3915  0.08
H: 4.4175 -8.4393 -1.3475  0.08
H: 5.9418 -8.2104 -0.4401  0.07
H: 5.3327 -6.3489 -1.6501  0.07

Cartesian forces (eV/Å) of the 2 atoms listed first:
C 0.92 0.24 -0.12
C -1.24 -0.11 0.40


5.
ORCA calculation (ωB97M-V with the def2-TZVPD basis set) on a cluster of 2 separate species, C21H23N3O8 in total at a distorted geometry.

Calculated values
E_LUMO in Ha: -0.0180
SMILES: Cc1cc2cc3c(O)c(O)cc(O)c3cc2c(=O)o1.CNC(=O)[C@H](CC(N)=O)NC(C)=O
Gap between HOMO and LUMO in Eh: 0.2659
M in g mol⁻¹: 445.43
Charge: 0
Energy above the lowest of the compared OMol25 structures with the same formula, charge and spin in kcal/mol: 0.0
DFT total energy in eV: -43002.526

Each line ends with the natural charge from an NBO analysis.
Element x y z (Å)
C: -1.5979 0.3578 5.0247  -0.66
C: -1.1244 -0.5349 3.9139  0.36
C: -0.7783 -1.8411 4.1782  -0.29
C: -0.3156 -2.7004 3.1053  -0.02
C: 0.0407 -4.0267 3.3544  -0.18
C: 0.4945 -4.8567 2.3210  -0.07
C: 0.8548 -6.1926 2.5727  0.23
O: 0.7792 -6.7396 3.8318  -0.68
C: 1.3046 -7.0027 1.5249  0.26
O: 1.6506 -8.3043 1.7881  -0.69
C: 1.3993 -6.4886 0.2315  -0.35
C: 1.0452 -5.1630 -0.0309  0.34
O: 1.1507 -4.6844 -1.3106  -0.67
C: 0.5888 -4.3373 1.0106  -0.08
C: 0.2251 -2.9992 0.7736  -0.09
C: -0.2275 -2.1705 1.8171  -0.20
C: -0.6076 -0.7561 1.6057  0.79
O: -0.4797 -0.3119 0.4656  -0.60
O: -1.0546 0.0055 2.6499  -0.47
H: -2.6029 0.7268 4.8001  0.23
H: -1.6279 -0.1759 5.9793  0.23
H: -0.9243 1.2140 5.1262  0.23
H: -0.8466 -2.2371 5.1867  0.23
H: -0.0320 -4.4222 4.3621  0.23
H: 1.0594 -7.6719 3.7799  0.50
H: 1.9537 -8.7480 0.9810  0.49
H: 1.7482 -7.1210 -0.5741  0.20
H: 1.5293 -5.3509 -1.9030  0.49
H: 0.2970 -2.5965 -0.2339  0.25
C: 0.4365 3.4162 -6.2143  -0.41
N: 0.0264 3.6376 -4.8290  -0.61
C: 0.8780 3.7712 -3.8026  0.65
O: 2.0941 3.7270 -3.9602  -0.64
C: 0.2952 4.0185 -2.3951  -0.13
C: 0.7181 2.9481 -1.3726  -0.49
C: 0.4436 3.3952 0.0533  0.67
N: -0.0584 2.5311 0.8990  -0.81
O: 0.6611 4.5348 0.4239  -0.66
N: -1.1727 4.1313 -2.3742  -0.63
C: -1.9003 5.2456 -2.3295  0.68
C: -1.2253 6.5941 -2.1891  -0.72
O: -3.1154 5.1797 -2.4170  -0.64
H: -0.4315 3.4417 -6.8743  0.21
H: 0.9282 2.4454 -6.3002  0.21
H: 1.1428 4.1917 -6.5191  0.21
H: -0.9592 3.7141 -4.6290  0.41
H: 0.7436 4.9579 -2.0699  0.26
H: 1.7900 2.7712 -1.4546  0.26
H: 0.2012 2.0111 -1.5786  0.21
H: -0.2348 1.5736 0.6188  0.42
H: -0.2439 2.8652 1.8251  0.40
H: -1.7082 3.2779 -2.3898  0.40
H: -1.9891 7.3696 -2.1607  0.24
H: -0.6596 6.6152 -1.2580  0.25
H: -0.5621 6.7643 -3.0339  0.22

Cartesian forces (eV/Å) of the 2 atoms listed first:
C -0.01 0.40 -0.70
C 0.50 -2.68 1.61


6.
ORCA calculation (ωB97M-V with the def2-TZVPD basis set) on an isolated molecule of C2H5Cl3NP at a distorted geometry.

Calculated values
E_LUMO in Ha: 0.0193
SMILES: NPCC(Cl)(Cl)Cl
Gap between HOMO and LUMO in Eh: 0.3525
M in g mol⁻¹: 180.40
Charge: 0
Energy above the lowest of the compared OMol25 structures with the same formula, charge and spin in kcal/mol: 18.5
DFT total energy in eV: -50500.117

Each line ends with the natural charge from an NBO analysis.
Element x y z (Å)
N: -1.2132 -1.4893 0.2057  -1.17
P: -1.1820 -0.1806 -0.8918  0.77
C: 0.1130 0.9676 -0.1327  -0.78
C: 1.4976 0.3955 -0.0211  -0.07
Cl: 2.7261 1.6182 -0.7253  -0.04
Cl: 1.8023 -0.0389 1.7229  0.00
Cl: 1.5442 -1.0267 -0.9145  0.08
H: -1.0154 -2.3954 -0.2021  0.38
H: -2.0431 -1.5275 0.7937  0.39
H: -1.9390 0.5589 0.0659  -0.07
H: -0.1242 1.9232 -0.7826  0.26
H: -0.1663 1.1951 0.8818  0.24

Cartesian forces (eV/Å) of the 2 atoms listed first:
N -0.26 -0.79 0.17
P -0.32 0.94 1.46